[1]
The molecule C5H11NO2. Source: the Open Molecules 2025 dataset; level of theory: ωB97M-V/def2-TZVPD.

```
19
Properties=species:S:1:pos:R:3
O -1.075 -0.694 0.775
O 3.023 -0.782 0.406
N 1.886 -0.246 -0.208
C -0.436 0.626 -1.423
C -0.314 0.562 0.080
C -0.687 1.838 0.801
C 0.920 -0.041 0.620
C -1.068 -1.930 0.110
H 0.154 2.529 0.813
H -1.555 2.306 0.341
H -1.496 0.596 -1.680
H -0.056 -2.215 -0.206
H -1.432 -2.686 0.811
H 1.055 -0.109 1.699
H -1.721 -1.926 -0.771
H 0.022 1.541 -1.792
H -0.945 1.619 1.837
H 3.690 -0.771 -0.293
H 0.035 -0.218 -1.919
```

The calculation puts the HOMO energy at -0.3370 Eh. The SMILES is COC(C)(C)/C=N/O. The value obtained for the lowest unoccupied orbital energy is 0.95 eV. The frontier orbital gap is 10.124 eV. As for the total charge: 0.

natural (NBO) population analysis, charges in e, atoms 1 to 2: -0.58 -0.58

[2]
A structure of composition C13H15F3NPdS6Sb. Source: the Open Molecules 2025 dataset; level of theory: ωB97M-V/def2-TZVPD.

```
40
Properties=species:S:1:pos:R:3
Sb -0.150 -1.771 -1.238
Pd 1.095 0.251 -0.413
S 4.282 -0.862 -0.217
S 3.480 0.741 2.051
S 2.363 2.992 0.413
S 5.163 -1.653 2.489
S 2.591 0.701 -2.174
S -0.143 -0.057 1.553
F -2.227 0.482 3.738
F -2.964 -1.211 2.610
F -4.311 0.374 3.186
N -1.263 1.414 -0.306
C -2.773 0.847 1.462
C -3.061 0.127 2.751
C 3.246 0.502 -0.596
C 0.121 -2.514 -3.210
C -2.255 2.077 -0.899
C 0.459 -3.455 -0.108
C -3.785 1.544 0.830
C -2.251 -1.883 -0.997
C 2.842 1.295 0.488
C 4.353 -0.638 1.502
C 3.989 3.778 0.328
C -1.500 0.799 0.864
C -3.529 2.177 -0.378
H 0.276 -3.234 0.942
H 4.610 3.496 1.176
H -0.290 -1.809 -3.931
H 3.795 4.850 0.369
H -4.297 2.736 -0.894
H -2.598 -2.869 -1.301
H -2.481 -1.724 0.055
H 1.525 -3.619 -0.258
H 1.185 -2.632 -3.403
H -0.381 -3.475 -3.311
H -2.000 2.554 -1.839
H -2.742 -1.118 -1.596
H 4.492 3.539 -0.607
H -0.099 -4.342 -0.406
H -4.767 1.589 1.279
```

The calculation puts the HOMO energy at -0.2957 Eh. The value obtained for the lowest unoccupied orbital energy is -0.87 eV. The frontier orbital gap is 7.180 eV. As for the total charge: 0.

natural (NBO) population analysis, charges in e, atoms 1 to 2: 1.29 0.39

[3]
The molecule C7H13NSi. Source: the Open Molecules 2025 dataset; level of theory: ωB97M-V/def2-TZVPD.

```
22
Properties=species:S:1:pos:R:3
Si 0.668 0.595 0.020
N -2.859 0.681 -1.733
C 0.012 2.430 0.306
C -1.646 -1.233 1.070
C -1.021 -0.376 -0.019
C -2.145 0.258 -0.927
C 1.531 0.087 -1.682
C -1.119 -1.805 -0.294
C 1.778 -0.108 1.317
H -2.003 -2.084 -0.886
H 1.374 -0.996 -1.570
H 2.634 0.271 -1.790
H -0.895 2.646 -0.181
H 2.218 0.524 2.077
H -0.907 -1.493 1.901
H 1.042 -0.776 1.821
H 0.790 3.085 -0.091
H 0.990 0.506 -2.414
H -2.648 -1.461 1.245
H -0.059 2.553 1.358
H -0.237 -2.454 -0.447
H 2.499 -0.848 0.918
```

The calculation puts the HOMO energy at -0.3742 Eh. The SMILES is C[Si](C)(C)C1(C#N)CC1. The value obtained for the lowest unoccupied orbital energy is 0.70 eV. The frontier orbital gap is 10.883 eV. As for the total charge: 0.

natural (NBO) population analysis, charges in e, atoms 1 to 2: 1.61 -0.36

[4]
The molecule C22H21FN4OS. Source: the Open Molecules 2025 dataset; level of theory: ωB97M-V/def2-TZVPD.

```
50
Properties=species:S:1:pos:R:3
S 4.248 -0.866 2.120
F 5.933 -5.469 -2.781
O -3.099 2.574 2.121
N -1.400 2.146 0.807
N 1.371 2.459 0.186
N 3.901 0.109 -0.277
N -6.303 -1.537 -1.852
C 2.844 2.405 0.100
C -5.682 -0.305 0.172
C 4.436 -0.969 0.335
C 0.520 1.694 -0.750
C -2.696 1.839 1.287
C -7.311 -1.940 -1.166
C -5.462 -0.653 -1.149
C 5.495 -4.371 -2.026
C -7.700 -1.574 0.111
C 5.295 -4.616 -0.678
C 3.513 0.733 1.939
C -3.486 0.741 0.756
C -0.689 1.117 0.024
C 4.852 -3.489 0.070
C 5.231 -2.077 -1.769
C 4.718 -2.193 -0.496
C 3.400 1.075 0.599
C -6.897 -0.705 0.832
C 0.710 3.616 0.714
C -4.885 0.679 0.855
C -0.567 3.155 1.513
C 5.569 -3.094 -2.548
H -8.661 -1.995 0.455
H 5.514 -5.586 -0.294
H 1.427 4.126 1.436
H 4.634 -3.606 1.086
H -5.450 1.345 1.534
H 0.384 4.376 -0.034
H 5.837 -2.992 -3.653
H 5.245 -1.124 -2.331
H -1.238 3.980 1.856
H -1.334 0.920 -0.907
H 3.303 1.480 2.649
H -0.136 2.674 2.404
H -0.474 0.156 0.695
H 3.281 3.204 0.798
H -2.998 -0.043 0.076
H -7.937 -2.755 -1.557
H -7.142 -0.441 1.823
H 1.177 0.840 -0.948
H 3.021 2.743 -0.900
H 0.294 2.329 -1.575
H -4.603 -0.114 -1.662
```

The calculation puts the HOMO energy at -0.3003 Eh. The SMILES is O=C(/C=C/c1cccnc1)N1CCN(Cc2csc(-c3ccc(F)cc3)n2)CC1. The value obtained for the lowest unoccupied orbital energy is -0.09 eV. The frontier orbital gap is 8.079 eV. As for the total charge: 0.

natural (NBO) population analysis, charges in e, atoms 1 to 2: 0.38 -0.34

[5]
A cluster of 2 separate species, H4I2Si2 in total. Source: the Open Molecules 2025 dataset; level of theory: ωB97M-V/def2-TZVPD.

```
8
Properties=species:S:1:pos:R:3
I -2.153 3.207 1.238
I 1.095 2.424 3.477
Si -0.842 1.354 2.280
Si -0.048 0.293 -0.811
H -0.729 1.008 -2.105
H -1.721 0.957 3.346
H 1.295 0.646 -0.792
H -0.010 -1.159 -1.090
```

The calculation puts the HOMO energy (spin up / spin down) at -0.3139 / -0.3139 Eh. The value obtained for the lowest unoccupied orbital energy (spin up / spin down) is -2.11 / -2.11 eV. The frontier orbital gap (spin up / spin down) is 6.428 / 6.427 eV. As for the total charge: 0.

natural (NBO) population analysis, charges in e, atoms 1 to 2: -0.25 -0.20

[6]
The molecule C5H6INO. Source: the Open Molecules 2025 dataset; level of theory: ωB97M-V/def2-TZVPD.

```
14
Properties=species:S:1:pos:R:3
I 1.314 -2.093 3.217
O 2.028 -2.367 0.362
N 0.587 -0.699 0.496
C -1.064 1.121 0.403
C 1.257 -1.611 1.115
C -0.438 0.810 -1.981
C -1.165 1.461 -1.054
C -0.208 0.263 0.995
H -1.652 1.835 1.042
H 2.000 -2.112 -0.563
H 0.222 -0.011 -1.686
H -0.510 0.086 2.171
H -0.509 0.949 -3.113
H -1.863 2.368 -1.404
```

The calculation puts the HOMO energy (spin up / spin down) at -0.2084 / -0.3657 Eh. The value obtained for the lowest unoccupied orbital energy (spin up / spin down) is 0.17 / -2.30 eV. The spin multiplicity is 3. The frontier orbital gap (spin up / spin down) is 5.842 / 7.653 eV. As for the expectation value of S²: 2.031. As for the total charge: 0.

natural (NBO) population analysis, charges in e, atoms 1 to 2: 0.08 -0.67

[7]
A cluster of 12 separate species, C4H32N2O12S in total. Source: the Open Molecules 2025 dataset; level of theory: ωB97M-V/def2-TZVPD.

```
51
Properties=species:S:1:pos:R:3
S 2.254 0.537 -3.420
O -0.770 1.782 0.909
O -1.451 -4.559 -0.782
O 1.540 -2.708 1.910
O -1.470 -4.281 1.885
O 2.215 2.067 2.734
O -3.249 -1.772 1.803
O 0.899 3.577 -2.935
O 1.804 4.202 1.045
O -1.076 3.591 2.878
O -3.628 0.299 0.187
O -0.017 1.096 3.896
O -1.077 -2.205 -2.142
N -1.051 -0.256 -1.138
N 2.619 -0.261 -0.320
C 1.222 -0.744 -0.412
C -1.778 -1.404 -1.442
C 0.819 -0.353 -2.992
C 0.372 -0.089 -1.567
H -1.246 1.082 1.285
H 1.244 -1.826 -0.725
H -0.764 -3.611 1.912
H 1.328 2.490 2.571
H 0.389 1.833 4.142
H 2.407 -3.069 2.152
H 0.559 1.089 -1.496
H 3.245 -0.421 -3.704
H -0.064 -0.160 -3.658
H 0.872 4.199 -2.288
H -1.596 -4.562 0.981
H 1.738 -2.068 1.170
H 0.265 2.856 -2.723
H -1.111 4.377 2.456
H 2.906 0.012 -1.178
H -2.747 -2.674 1.621
H 0.618 -0.705 0.561
H 1.914 1.272 3.274
H -0.576 -4.928 -0.732
H 2.751 0.304 0.438
H -1.489 0.670 -0.876
H -4.419 0.793 0.563
H -2.608 -1.413 2.324
H 2.509 3.827 1.614
H 0.117 1.703 1.211
H -1.050 3.033 2.067
H -0.892 1.009 4.106
H -3.687 -0.506 0.700
H 2.132 4.141 0.087
H -2.742 -1.579 -1.089
H 0.921 -1.522 -3.187
H -1.532 -3.794 -1.289
```

The calculation puts the HOMO energy at -0.3310 Eh. The SMILES is NC[C@@H](CS)NC=O.O.O.O.O.O.O.O.O.O.O.O. The value obtained for the lowest unoccupied orbital energy is -0.03 eV. The frontier orbital gap is 8.974 eV. As for the total charge: 0.

natural (NBO) population analysis, charges in e, atoms 1 to 2: -0.01 -0.93

[8]
The molecule C13H25BO7S. Source: the Open Molecules 2025 dataset; level of theory: ωB97M-V/def2-TZVPD.

```
47
Properties=species:S:1:pos:R:3
S 1.536 -1.189 -2.091
O 0.120 3.935 -1.608
O 1.259 -2.560 -2.406
O -3.517 -0.283 -0.960
O 2.694 -0.617 -2.706
O -2.610 1.269 -2.488
O 0.453 1.728 -1.106
O 1.695 -0.969 -0.535
C 2.662 -2.541 3.305
C 0.432 1.246 -2.443
C 0.957 -1.550 1.690
C 2.295 -2.290 1.836
C -1.086 -0.661 -1.529
C 0.579 -1.518 0.212
C 2.048 3.325 -0.288
C 1.119 -0.122 2.256
C -3.725 0.780 1.261
C 0.064 -0.227 -2.479
C -4.215 0.692 -0.185
C -0.682 -0.730 -0.044
C 0.795 3.069 -1.067
B -2.435 0.165 -1.682
H 2.884 2.783 -0.719
H -4.189 1.680 -0.637
H -1.344 -1.687 -1.801
H -0.260 1.804 -3.066
H 1.790 -2.621 3.947
H 0.284 0.176 2.885
H -1.479 -1.264 0.468
H -4.582 0.889 1.920
H 1.412 1.367 -2.903
H 0.182 -2.086 2.229
H 2.212 -3.240 1.313
H 3.071 -1.683 1.387
H 3.303 -1.741 3.661
H -2.307 1.108 -3.380
H -5.258 0.394 -0.175
H 2.029 -0.012 2.832
H 2.239 4.387 -0.247
H -3.123 1.673 1.400
H 1.157 0.591 1.437
H 3.246 -3.449 3.413
H -0.183 -0.559 -3.481
H 0.430 -2.548 -0.108
H -3.199 -0.111 1.579
H 1.907 2.936 0.718
H -0.658 0.263 0.384
```

The calculation puts the HOMO energy at -0.3815 Eh. The SMILES is CCOB(O)[C@@H]1C[C@H]([C@H](C)CC)OS(=O)(=O)[C@@H]1COC(C)=O. The value obtained for the lowest unoccupied orbital energy is 0.30 eV. The frontier orbital gap is 10.684 eV. As for the total charge: 0.

natural (NBO) population analysis, charges in e, atoms 1 to 2: 2.40 -0.55

Ordered max |F| results: 3.8; 0.4; 5.0; 4.5; 2.7; 9.3; 7.2; 2.4; unit eV/Å.